DFT (ωB97M-V/def2-TZVPD) results for a 2-piece molecular cluster, C5H14 overall.

Geometry (Å):
C  -0.433  -0.392  -2.393
C  -1.834  -0.100  -1.588
C  -1.316  0.182  -0.147
H  0.532  -0.127  -1.882
H  -0.238  0.079  -3.349
H  -0.343  -1.510  -2.436
H  -2.315  0.622  -1.963
H  -2.443  -0.968  -1.656
H  -0.634  -0.589  0.221
H  -1.017  1.299  -0.218
H  -2.044  0.210  0.501
C  1.618  -0.632  1.799
C  1.714  0.907  2.128
H  2.262  -1.042  2.618
H  0.614  -0.980  2.025
H  1.815  -0.826  0.715
H  1.895  1.356  1.253
H  0.864  1.368  2.574
H  2.561  1.313  2.802

Cartesian forces (eV/Å) of the 6 atoms listed first:
-0.0792 -1.0718 0.9708
7.1673 -5.2280 2.5932
2.1628 1.7789 -3.9350
-1.2268 0.1709 0.4158
-0.8118 -0.2003 -0.5298
-0.1009 0.9377 -0.5403

## Properties
Calculated total energy (a.u.): -198.80326
HOMO level (Eh): -0.4058
Energy above the lowest of the compared OMol25 structures with the same formula, charge and spin (kcal per mole): 53.90
Net charge: 0
SMILES: CCC.CC
Kohn-Sham gap (eV): 12.191

---

DFT (ωB97M-V/def2-TZVPD) results for a 2-piece molecular cluster, C5H14 overall.

Geometry (Å):
C  -2.440  0.799  0.737
C  -0.988  1.349  0.854
C  -0.428  1.912  -0.405
H  -2.551  -0.187  0.064
H  -3.157  1.568  0.205
H  -2.713  0.462  1.665
H  -0.933  2.223  1.626
H  -0.413  0.443  1.198
H  -1.063  2.670  -0.753
H  0.612  2.448  -0.160
H  -0.270  1.264  -1.112
C  1.083  -1.654  -0.702
C  2.411  -2.209  -0.313
H  1.179  -0.585  -0.615
H  0.665  -1.789  -1.578
H  0.375  -1.946  0.062
H  2.426  -3.164  -0.644
H  2.784  -1.960  0.701
H  3.422  -1.646  -0.830

Cartesian forces (eV/Å) of the 6 atoms listed first:
0.0050 0.3182 -4.6158
-0.5456 -0.3808 1.5313
2.4670 4.0563 4.3023
0.7084 2.1444 1.1505
1.1746 -1.3981 1.5036
-1.3291 -0.3265 2.3257

## Properties
Calculated total energy (a.u.): -198.80558
HOMO level (Eh): -0.4032
Energy above the lowest of the compared OMol25 structures with the same formula, charge and spin (kcal per mole): 52.45
Net charge: 0
SMILES: CCC.CC
Kohn-Sham gap (eV): 12.081

---

DFT (ωB97M-V/def2-TZVPD) results for a 2-piece molecular cluster, C5H14 overall.

Geometry (Å):
C  2.261  0.324  1.015
C  0.872  0.930  0.854
C  0.986  2.296  0.171
H  2.718  0.239  0.024
H  2.842  0.904  1.727
H  2.277  -0.710  1.381
H  0.395  1.076  1.820
H  0.310  0.261  0.208
H  1.094  3.100  0.903
H  0.129  2.591  -0.430
H  1.903  2.348  -0.424
C  -2.545  -1.813  -1.496
C  -1.459  -1.584  -0.405
H  -3.484  -2.062  -1.014
H  -2.677  -0.919  -2.099
H  -2.197  -2.602  -2.160
H  -0.611  -1.065  -0.835
H  -1.856  -0.968  0.395
H  -1.158  -2.575  -0.080

Cartesian forces (eV/Å) of the 6 atoms listed first:
-0.0910 -0.6596 0.1279
0.4234 0.2510 -0.5109
0.3784 0.4976 0.3339
0.3022 0.4167 0.2135
0.3869 0.1535 -0.2794
-0.3819 0.1731 0.1652

## Properties
Calculated total energy (a.u.): -198.87780
HOMO level (Eh): -0.4155
Energy above the lowest of the compared OMol25 structures with the same formula, charge and spin (kcal per mole): 7.13
Net charge: 0
SMILES: CCC.CC
Kohn-Sham gap (eV): 12.377

---

DFT (ωB97M-V/def2-TZVPD) results for a 2-piece molecular cluster, C5H14 overall.

Geometry (Å):
C  -0.883  -0.465  -0.140
C  -1.582  -0.410  1.203
C  -2.721  0.569  1.337
H  -1.336  -1.010  -0.980
H  0.074  -0.994  -0.003
H  -0.818  0.520  -0.535
H  -1.841  -1.430  1.484
H  -0.837  -0.237  2.012
H  -3.572  0.161  0.730
H  -3.083  0.660  2.356
H  -2.784  1.550  0.840
C  2.381  -0.025  -1.904
C  2.641  0.326  -0.349
H  1.359  -0.339  -2.061
H  2.600  0.868  -2.474
H  3.022  -0.878  -2.137
H  1.761  0.054  0.191
H  3.074  1.300  -0.169
H  3.435  -0.384  -0.102

Cartesian forces (eV/Å) of the 6 atoms listed first:
0.2644 -1.0127 -0.2206
1.1416 -0.1474 0.8715
-2.4762 -0.6754 -1.3494
-0.6654 -0.1948 0.6014
-0.1300 0.6606 -0.2297
0.8734 0.9814 -0.2221

## Properties
Calculated total energy (a.u.): -198.85383
HOMO level (Eh): -0.3930
Energy above the lowest of the compared OMol25 structures with the same formula, charge and spin (kcal per mole): 22.17
Net charge: 0
SMILES: CCC.CC
Kohn-Sham gap (eV): 11.854

---

DFT (ωB97M-V/def2-TZVPD) results for a 2-piece molecular cluster, C5H14 overall.

Geometry (Å):
C  2.506  1.277  1.655
C  1.131  1.381  1.044
C  0.224  0.212  1.488
H  3.288  1.628  0.890
H  2.656  2.013  2.448
H  2.423  0.161  1.949
H  0.840  2.322  1.404
H  1.210  1.386  -0.001
H  0.386  -0.585  0.815
H  0.274  -0.025  2.464
H  -0.855  0.484  1.235
C  -1.599  -0.610  -2.284
C  -2.004  -1.854  -1.517
H  -0.651  -0.264  -1.942
H  -1.213  -1.042  -3.191
H  -2.460  0.153  -2.427
H  -1.137  -2.232  -0.987
H  -2.327  -2.704  -2.276
H  -2.694  -1.701  -0.766

Cartesian forces (eV/Å) of the 6 atoms listed first:
0.9838 -1.1874 -1.0120
-0.1190 -0.5915 1.4264
-2.2572 3.0547 -4.0852
-0.7635 -1.3567 1.0449
-0.1952 -0.7197 0.5177
1.9718 1.7946 0.0175

## Properties
Calculated total energy (a.u.): -198.82410
HOMO level (Eh): -0.4028
Energy above the lowest of the compared OMol25 structures with the same formula, charge and spin (kcal per mole): 40.82
Net charge: 0
SMILES: CCC.CC
Kohn-Sham gap (eV): 12.060

---

DFT (ωB97M-V/def2-TZVPD) results for a 2-piece molecular cluster, C5H14 overall.

Geometry (Å):
C  -1.278  -0.262  -0.778
C  -0.733  -1.659  -0.968
C  -0.287  -1.962  -2.409
H  -2.193  -0.055  -1.336
H  -1.451  -0.010  0.266
H  -0.545  0.471  -1.132
H  0.153  -1.769  -0.325
H  -1.419  -2.437  -0.615
H  0.741  -1.635  -2.569
H  -0.397  -3.022  -2.636
H  -0.924  -1.424  -3.116
C  0.801  2.128  2.568
C  1.311  1.261  1.445
H  0.806  1.704  3.568
H  1.301  3.098  2.592
H  -0.244  2.383  2.344
H  0.813  0.318  1.193
H  1.152  1.791  0.502
H  2.394  1.081  1.408

Cartesian forces (eV/Å) of the 6 atoms listed first:
0.1550 0.6025 -0.1370
0.5733 -0.5268 0.1804
-0.4953 0.2488 0.1499
-0.0699 -0.2438 -0.0033
-0.1394 -0.1437 0.1243
0.0092 -0.0596 -0.0387

## Properties
Calculated total energy (a.u.): -198.87951
HOMO level (Eh): -0.4175
Energy above the lowest of the compared OMol25 structures with the same formula, charge and spin (kcal per mole): 6.06
Net charge: 0
SMILES: CCC.CC
Kohn-Sham gap (eV): 12.481

---

DFT (ωB97M-V/def2-TZVPD) results for a 2-piece molecular cluster, C5H14 overall.

Geometry (Å):
C  -1.546  -1.435  -0.806
C  -1.209  -1.644  0.670
C  0.252  -2.119  0.813
H  -0.817  -0.786  -1.300
H  -1.457  -2.396  -1.319
H  -2.518  -0.994  -1.033
H  -1.858  -2.430  1.049
H  -1.326  -0.698  1.189
H  0.669  -2.393  -0.162
H  0.357  -2.949  1.497
H  0.898  -1.274  1.073
C  0.998  2.062  -0.894
C  1.124  2.691  0.487
H  1.656  2.592  -1.588
H  1.202  0.992  -0.865
H  0.008  2.163  -1.351
H  0.717  3.703  0.547
H  0.675  2.089  1.254
H  2.177  2.827  0.739

Cartesian forces (eV/Å) of the 6 atoms listed first:
0.2918 -0.0406 -0.4830
0.4952 -0.1798 -0.7772
0.1451 0.8234 -0.7462
0.1066 0.0839 0.1762
-0.2128 0.0348 -0.0672
-0.1008 -0.1905 0.3213

## Properties
Calculated total energy (a.u.): -198.87927
HOMO level (Eh): -0.4214
Energy above the lowest of the compared OMol25 structures with the same formula, charge and spin (kcal per mole): 6.20
Net charge: 0
SMILES: CCC.CC
Kohn-Sham gap (eV): 12.592

---

DFT (ωB97M-V/def2-TZVPD) results for a 2-piece molecular cluster, C5H14 overall.

Geometry (Å):
C  -2.701  0.966  -0.404
C  -1.379  0.330  -0.045
C  -1.524  -1.190  0.166
H  -3.550  0.403  0.006
H  -2.834  0.773  -1.488
H  -2.835  2.027  -0.283
H  -0.562  0.551  -0.715
H  -1.004  0.584  0.964
H  -2.439  -1.695  -0.156
H  -0.831  -1.771  -0.505
H  -1.296  -1.558  1.171
C  3.032  -0.440  0.482
C  2.171  0.640  -0.172
H  2.551  -0.859  1.345
H  3.322  -1.276  -0.134
H  4.035  -0.130  0.832
H  2.665  1.011  -1.075
H  1.953  1.450  0.500
H  1.228  0.185  -0.488

Cartesian forces (eV/Å) of the 6 atoms listed first:
-0.5756 -0.9268 -1.6184
-0.0311 -0.9019 2.1917
1.0576 -1.9289 -1.6657
0.2571 0.4002 0.4432
-0.0004 0.2580 0.2599
0.2073 0.3624 0.3855

## Properties
Calculated total energy (a.u.): -198.86378
HOMO level (Eh): -0.4054
Energy above the lowest of the compared OMol25 structures with the same formula, charge and spin (kcal per mole): 15.92
Net charge: 0
SMILES: CCC.CC
Kohn-Sham gap (eV): 12.147

---

DFT (ωB97M-V/def2-TZVPD) results for a 2-piece molecular cluster, C5H14 overall.

Geometry (Å):
C  3.247  -0.591  -1.335
C  2.279  0.027  -0.361
C  0.827  0.119  -0.835
H  3.173  -0.031  -2.270
H  4.296  -0.519  -1.033
H  3.160  -1.672  -1.480
H  2.307  -0.390  0.654
H  2.627  1.045  -0.122
H  0.417  -0.749  -1.359
H  0.160  0.139  0.019
H  0.778  1.022  -1.435
C  -2.253  0.020  0.825
C  -3.539  0.355  1.609
H  -1.362  0.182  1.425
H  -2.350  -0.966  0.372
H  -2.156  0.680  -0.040
H  -3.474  0.004  2.635
H  -3.765  1.422  1.659
H  -4.371  -0.096  1.072

Cartesian forces (eV/Å) of the 6 atoms listed first:
0.7838 -0.1798 -0.1047
0.0131 0.2803 1.2351
0.1973 -0.2613 0.2837
-0.0250 -0.4247 -0.2285
-0.0744 0.4187 0.2734
-0.6573 0.1743 -0.2585

## Properties
Calculated total energy (a.u.): -198.87249
HOMO level (Eh): -0.4114
Energy above the lowest of the compared OMol25 structures with the same formula, charge and spin (kcal per mole): 10.46
Net charge: 0
SMILES: CCC.CC
Kohn-Sham gap (eV): 12.304

---

DFT (ωB97M-V/def2-TZVPD) results for a 2-piece molecular cluster, C5H14 overall.

Geometry (Å):
C  -0.248  0.894  -1.825
C  0.648  1.145  -0.599
C  0.743  2.676  -0.359
H  0.299  0.984  -2.766
H  -1.017  1.663  -1.932
H  -0.752  -0.073  -1.807
H  0.225  0.711  0.304
H  1.608  0.725  -0.891
H  1.712  2.979  -0.787
H  -0.027  3.224  -0.891
H  0.852  3.070  0.653
C  -1.208  -2.304  1.661
C  0.137  -2.117  1.009
H  -1.134  -2.967  2.530
H  -1.605  -1.380  2.080
H  -1.846  -2.841  0.955
H  0.821  -1.571  1.666
H  0.124  -1.736  -0.006
H  0.670  -3.082  1.006

Cartesian forces (eV/Å) of the 6 atoms listed first:
-0.3887 0.1728 -0.1451
-0.9823 1.0488 -0.3541
1.8480 0.0404 -0.6424
0.2495 -0.2182 0.1032
-0.2013 -0.1275 0.3206
0.1339 -0.0478 -0.0317

## Properties
Calculated total energy (a.u.): -198.86849
HOMO level (Eh): -0.4125
Energy above the lowest of the compared OMol25 structures with the same formula, charge and spin (kcal per mole): 12.97
Net charge: 0
SMILES: CCC.CC
Kohn-Sham gap (eV): 12.339